1.
C16H17NO3S | ωB97M-V/def2-TZVPD

Its spin multiplicity is 1. As for the SMILES: Cc1ccc(C(=O)OCC(=O)NCc2cccs2)cc1C. For the LUMO energy, the calculation gives 0.0167 hartree. The calculation puts the total energy at -35336.701 eV. The HOMO energy comes out at -9.0 eV. For the orbital gap, the calculation gives 0.3457 hartree. For the energy above the lowest of the compared OMol25 structures with the same formula, charge and spin, the calculation gives 5.3 kcal/mol.

Element x y z (Å)
1 H 1.5231 -3.8909 -0.9758
2 H -5.8165 -1.8751 0.7558
3 N 2.1138 1.2039 0.5200
4 C 0.9444 2.9103 -0.7193
5 C 2.9492 -3.3960 0.6120
6 C 2.2641 2.2534 -0.3116
7 H 4.0871 0.7100 0.3517
8 C -2.3237 -2.4998 -1.0928
9 H 0.7169 3.7364 -0.0327
10 C -3.3585 1.2413 0.7319
11 H -2.3266 -3.2995 -0.3527
12 H 1.0498 3.3076 -1.7322
13 H -4.4762 -3.0273 0.7335
14 H 3.4195 0.4536 1.9786
15 H 3.2450 -4.3754 0.9424
16 H -5.1857 -2.4822 -0.7797
17 C -3.9359 -1.0357 0.1759
18 H 1.1826 0.8992 0.7610
19 C -1.1786 2.2172 0.0954
20 C -1.8128 -0.1316 -0.4977
21 C -4.2472 0.1860 0.7618
22 C 3.4449 -2.1969 1.1736
23 C -4.9131 -2.1672 0.2271
24 C -2.1301 1.0884 0.0951
25 C 3.2107 0.3503 0.9059
26 C -2.6980 -1.1951 -0.4602
27 H -3.5959 2.1881 1.1919
28 H -1.3325 -2.4384 -1.5344
29 H -5.2024 0.3078 1.2518
30 H -3.0363 -2.7677 -1.8719
31 O -0.1156 1.9695 -0.6999
32 C 2.9268 -1.0822 0.5918
33 C 2.0560 -3.1746 -0.3830
34 H -0.8593 -0.2485 -0.9901
35 H 4.1590 -2.1658 1.9769
36 O -1.3022 3.2304 0.7382
37 O 3.3356 2.6663 -0.6937
38 S 1.8083 -1.4963 -0.6668

***

2.
C16H18AlN3O7SSi | ωB97M-V/def2-TZVPD

Its spin multiplicity is 2. For the LUMO energy (alpha / beta), the calculation gives 0.0524 / 0.0524 hartree. The calculation puts the total energy at -60996.924 eV. As for the total charge: -1. The HOMO energy (alpha / beta) comes out at -3.5 / -5.9 eV. For the orbital gap (alpha / beta), the calculation gives 0.1803 / 0.2695 hartree. For the energy above the lowest of the compared OMol25 structures with the same formula, charge and spin, the calculation gives 0.0 kcal/mol.

Element x y z (Å)
1 H -3.7522 1.1738 -0.1346
2 H 5.0689 -1.1089 -5.7596
3 C -2.0918 1.3367 -1.5637
4 H -3.6914 2.7289 -0.9261
5 H -2.2224 -0.3907 6.0869
6 C -1.3758 -1.7368 4.6332
7 Al -0.3628 1.3814 -0.6122
8 H -2.4177 0.3452 -1.8776
9 H 5.3579 -0.0392 -4.3800
10 O -2.5145 1.9876 5.8577
11 C -2.3137 2.5054 0.6665
12 H 4.2625 -2.1871 -2.3827
13 O -0.0816 0.0649 0.4768
14 C 3.5729 -2.5002 -3.1682
15 N -1.8809 1.8757 4.7711
16 C 1.8199 -1.5563 -5.5185
17 H 0.9491 -1.9988 -5.0321
18 N -1.6610 -2.9283 5.4664
19 O -1.6118 2.9195 4.0296
20 O -2.1548 -2.7571 6.5648
21 N -2.9380 2.8437 1.7646
22 O -1.0489 2.6287 0.5777
23 H -0.5380 -2.9172 3.0305
24 H 2.2300 -2.2899 -6.2170
25 H -3.9334 2.6913 1.7928
26 C -1.7414 -0.5042 5.1301
27 H 2.6934 -2.9253 -2.6824
28 H 4.3489 0.5077 -5.7193
29 C 4.6119 -0.3585 -5.1097
30 C 0.0073 -1.0018 1.2290
31 C 1.2992 1.9881 -1.5338
32 Si 3.1033 -1.0561 -4.2527
33 H -2.0579 1.9629 -2.4578
34 C 1.9263 1.0738 -2.4163
35 O -1.3928 -4.0227 5.0060
36 C -1.4724 0.6236 4.3387
37 O 0.4082 -2.0753 0.8413
38 C 2.3702 0.2397 -3.1785
39 C -3.0639 1.9269 -0.5247
40 C -0.5231 -0.8008 2.6271
41 H 1.4816 -0.6923 -6.0933
42 C -0.8340 0.4629 3.0975
43 H -0.5978 1.3417 2.5179
44 C -0.7825 -1.9341 3.3982
45 H 4.0572 -3.2850 -3.7550
46 H -2.4024 2.9610 2.7126
47 S 1.8902 3.4956 -1.3211